Below is C32H43BCdN16O2 as an isolated structure, with properties calculated with ωB97M-V/def2-TZVPD.

Structure (XYZ):
```
95
Properties=species:S:1:pos:R:3:forces:R:3
Cd 0.31588 0.35183 0.43050 0.060 1.103 0.296
O 0.01354 -1.88054 -0.41401 0.516 0.112 0.282
O 2.51584 -2.97953 -1.83235 0.308 0.724 -0.230
N 2.31822 -0.53672 -2.27664 0.047 0.589 0.104
N -3.72870 0.79862 2.98131 -0.279 0.484 -0.265
N 1.70625 -1.29492 0.72437 -0.431 0.987 0.061
N 3.33390 -0.79845 2.25810 0.094 -0.426 -0.211
N -1.46566 1.72575 2.63005 -0.375 0.325 0.153
N 1.27698 2.26888 -0.60355 -0.242 0.052 -0.013
N 2.57500 0.27002 2.77342 -0.316 0.425 -0.248
N -0.37766 -1.04217 2.78712 0.457 0.194 -0.168
N -2.61407 0.21402 0.89315 -0.604 0.015 -0.054
N -1.80088 0.48944 -0.14182 0.022 0.143 -0.423
N 1.03500 -2.25398 0.15293 0.057 -1.699 -0.026
N 3.69964 -2.50171 0.72072 -0.101 0.104 -0.053
N 3.82269 0.91406 -0.18218 0.133 -0.139 -0.234
N -1.68460 -0.74655 2.98943 -0.402 -0.325 0.559
N -4.38645 0.09954 3.91276 -0.147 -0.754 0.830
N -0.25387 1.93780 2.08383 0.551 -0.056 -0.274
C 1.75132 -0.79619 -3.35561 -0.608 -0.379 -1.143
C -5.59032 0.62370 4.04886 0.311 0.323 -0.396
C 2.23688 -0.08252 -5.68745 0.021 0.027 -0.003
C 1.66913 0.21236 -4.45464 0.214 0.364 0.180
C 1.11768 1.46425 -4.21947 0.001 -0.033 -0.079
C 1.18928 -2.13735 -3.63096 0.275 -0.096 0.666
C 0.15382 -4.66998 -4.00722 0.106 0.044 0.077
C -5.72849 1.71706 3.17302 0.178 0.041 -0.104
C 2.50679 2.66058 -1.30530 0.617 0.012 -0.069
C 2.26655 0.88663 -6.67526 -0.024 -0.106 -0.056
C -3.71811 -0.40419 0.45190 0.103 0.011 -0.240
C -1.35715 -2.71247 3.92172 0.047 0.194 -0.193
C -4.52895 1.78902 2.51227 -0.198 0.085 0.001
C -6.60288 0.06605 4.98144 0.085 -0.156 0.058
C 2.92277 -1.54094 1.23349 0.595 -0.268 0.410
C 1.61682 -3.19547 -2.80853 -0.377 -0.211 -0.482
C 1.13306 -2.95606 3.44074 -0.031 0.117 -0.121
C 1.71878 2.13769 -6.44360 -0.029 0.000 0.009
C -2.40257 0.04363 -1.24874 -0.330 -0.106 0.021
C -1.74326 2.69593 3.51601 0.257 0.274 0.069
C 1.14309 2.42444 -5.21680 -0.108 0.075 0.024
C -0.29233 -3.61507 -4.79373 -0.098 0.128 -0.188
C 0.23120 3.05911 2.62594 -0.203 0.033 0.313
C -0.68917 3.57766 3.54037 -0.040 -0.245 -0.165
C 0.23488 -2.35130 -4.61560 -0.135 -0.160 -0.040
C 1.57031 3.64764 2.33210 -0.087 -0.072 -0.050
C -2.29092 -1.74180 3.65777 0.108 -0.399 0.065
C -0.17023 -2.23392 3.35863 -0.385 0.011 0.160
C -1.80163 0.16884 -2.60439 0.123 0.044 0.227
C 1.10876 -4.47184 -3.02871 0.212 0.125 0.158
C 3.77463 2.33058 -0.52420 -0.041 0.175 0.001
C -3.63197 -0.52441 -0.91598 0.223 0.036 0.049
B -2.35659 0.49301 2.39693 0.219 -0.274 0.092
H -4.34954 -0.96995 -1.57232 -0.146 -0.070 -0.180
H -6.89900 -0.93061 4.65788 -0.093 -0.048 0.039
H 3.82315 2.90796 0.40577 -0.029 0.095 -0.132
H -2.44555 -0.30905 -3.33861 0.047 -0.014 -0.044
H -1.04995 -3.77354 -5.54596 -0.028 -0.060 -0.049
H -0.24880 -5.66100 -4.15239 -0.054 -0.066 -0.025
H 0.48234 2.63444 -1.12565 0.004 0.017 0.193
H -2.64836 2.71120 4.08594 -0.220 -0.103 0.051
H 1.46296 -5.27871 -2.40583 -0.021 -0.108 0.033
H -0.59186 4.46724 4.12706 0.027 0.163 0.161
H 2.55185 2.12520 -2.25695 -0.038 0.145 0.099
H 1.58010 0.01193 2.76742 0.163 -0.174 0.274
H 3.49265 0.37790 -0.98484 0.235 0.059 0.254
H 2.28842 2.87012 2.07703 0.112 0.017 -0.008
H 2.63286 -1.96129 -1.80954 0.284 -1.188 0.229
H 0.64932 1.66786 -3.26789 -0.005 0.011 0.036
H 4.32188 -0.73571 2.45794 -0.137 -0.054 -0.116
H 4.62109 -2.71179 1.06447 -0.110 -0.001 0.139
H 4.62419 2.64715 -1.15034 -0.184 0.033 0.109
H 1.92142 4.17352 3.21770 0.093 -0.025 -0.005
H 2.85977 0.42767 3.73608 -0.082 -0.241 -0.070
H 1.50616 4.39216 1.53495 0.102 0.000 -0.065
H -6.19596 -0.01685 5.98622 -0.030 -0.002 0.098
H 1.04905 -3.72825 4.20173 0.067 -0.011 0.026
H -4.19062 2.46458 1.75059 0.057 0.124 -0.161
H 1.72580 2.88047 -7.22612 0.035 0.095 -0.044
H -0.82639 -0.31947 -2.62234 0.042 -0.009 -0.107
H 2.50946 3.74027 -1.51409 -0.038 -0.203 -0.042
H -1.68649 1.21730 -2.87781 0.038 0.036 -0.089
H 2.65559 -1.06122 -5.86843 0.065 -0.082 -0.008
H -0.09874 -1.52042 -5.22259 -0.030 -0.018 -0.019
H -1.50258 -3.63405 4.44621 -0.030 -0.181 0.140
H 2.71238 0.65751 -7.63101 0.034 -0.008 -0.084
H -4.49563 -0.72566 1.11513 -0.130 0.038 0.230
H 1.26821 2.74030 0.29528 -0.132 0.158 -0.158
H -3.32632 -1.67870 3.92159 -0.067 0.029 0.007
H 3.31916 -3.05233 -0.04208 0.068 0.009 0.048
H 0.70965 3.39716 -5.03561 -0.052 0.062 -0.010
H 4.78902 0.65198 -0.01452 -0.071 -0.037 -0.026
H 1.95009 -2.29425 3.71450 0.079 -0.001 0.055
H 1.37575 -3.44974 2.50073 0.067 -0.053 -0.089
H -6.58615 2.34648 3.05558 -0.160 0.183 -0.081
H -7.48266 0.70216 5.00298 -0.077 0.008 0.051
```
Positions in Å, forces in eV/Å.

Summary:
**2S+1**: 2
**Charge**: +1
**Relative energy (zero: lowest compared OMol25 entry of this formula, charge and spin)**: 16.59 kcal per mole
**Electronic energy**: -2464.19300 Eh

Löwdin atomic charge list, values in e, 8 entries:
1. Cd 1.41
2. O -0.10
3. O -0.01
4. N 0.26
5. N -0.04
6. N -0.08
7. N 0.01
8. N 0.01

---

Below is C31H26BrFMoN6O4S as an isolated structure, with properties calculated with ωB97M-V/def2-TZVPD.

Structure (XYZ):
```
71
Properties=species:S:1:pos:R:3:forces:R:3
Mo 0.72295 -1.11714 -1.51692 -1.072 -0.167 -0.626
Br 4.02007 5.45460 -1.02771 0.016 0.039 0.002
S 1.85852 -2.76431 -3.06438 0.129 -0.162 0.159
F 0.58053 5.13214 1.21362 -0.004 -0.014 0.013
O -3.01773 -2.24995 -0.23358 -0.047 -0.069 0.031
O 1.34440 0.31536 -2.62729 0.366 0.801 -0.373
O 0.12654 0.41530 -0.22134 -0.019 -0.031 -0.146
O -1.18473 -1.60249 -1.29922 -0.205 -0.119 0.312
N 2.50545 -0.82553 -0.47894 0.372 -0.199 0.450
N 0.90090 -2.87379 -0.22540 0.302 -0.345 0.402
N 1.72824 -3.22462 -5.64049 -0.053 0.056 0.062
N 0.11005 -1.82000 -4.84172 -0.047 0.029 0.084
N -3.28864 1.28143 1.85088 -0.004 0.093 0.024
N -0.57084 -1.25962 -3.75764 0.111 0.083 -0.020
C -3.66554 3.81680 3.17339 0.091 -0.066 -0.070
C 3.73246 -4.17888 1.77028 -0.019 -0.060 0.020
C 3.21742 3.83022 -1.52211 -0.050 0.136 -0.125
C 3.00661 -1.92240 0.29615 -0.130 0.290 -0.211
C 3.05274 0.34469 -0.34818 0.105 -0.086 0.080
C -2.44842 3.52720 2.33334 -0.130 0.009 0.098
C 2.42432 3.76753 -2.67468 -0.015 -0.008 -0.032
C -2.29064 2.26110 1.73173 -0.223 -0.084 0.031
C -4.18531 2.52671 3.78320 0.108 -0.011 -0.006
C 1.81807 2.58684 -3.05208 -0.029 0.171 -0.103
C -3.18065 0.15710 1.16352 -0.083 0.048 0.085
C -1.14085 1.97900 0.97988 0.024 -0.011 -0.034
C 0.04997 -3.88102 -0.14800 -0.076 0.027 0.050
C 2.46187 -4.13340 1.15081 0.039 -0.120 0.084
C 4.60017 -3.13653 1.62505 0.047 0.081 -0.030
C -0.14786 2.95612 0.81201 0.058 -0.132 -0.040
C 1.96194 1.44989 -2.26769 -0.187 -0.442 -0.050
C 2.77795 1.49940 -1.12773 0.032 0.023 0.100
C -2.14136 -1.43775 -0.37660 0.227 0.003 -0.189
C -1.46857 4.47109 2.14310 -0.022 0.061 0.039
C 4.24334 -2.00011 0.86744 0.235 -0.009 0.069
C -0.33832 4.17799 1.37947 -0.006 0.110 0.058
C 1.18066 -2.58580 -4.61289 0.166 0.086 -0.008
C 2.10880 -2.99529 0.41761 -0.270 0.063 -0.129
C 0.32834 -5.05762 0.56406 -0.095 -0.012 -0.034
C 3.41243 2.70500 -0.77044 0.052 -0.067 0.130
C -4.51416 1.51036 2.70567 0.079 -0.053 -0.045
C 1.52312 -5.18716 1.20774 0.047 -0.075 0.053
C -5.01597 0.20428 3.30537 0.037 -0.026 -0.007
C -2.08755 -0.17068 0.38359 0.026 -0.043 -0.044
C -0.99275 0.69421 0.33854 0.193 0.017 0.042
H -0.30179 -1.77571 -5.76362 -0.055 0.022 0.022
H 1.34637 -3.18922 -6.57205 -0.005 -0.008 -0.012
H 4.04603 2.74141 0.10852 -0.026 -0.028 -0.037
H -5.08972 2.70890 4.36159 0.003 0.000 0.003
H 0.74024 2.73923 0.23566 -0.025 0.012 -0.015
H -5.50664 -0.44448 2.58045 0.011 0.025 0.038
H 3.81576 0.45455 0.41749 0.036 0.029 -0.013
H 2.29088 4.65746 -3.27578 0.006 -0.011 0.009
H -0.89744 -3.75771 -0.65365 0.007 -0.009 -0.049
H 1.21594 2.53307 -3.94950 0.005 0.033 0.021
H -0.41479 -5.84177 0.58332 0.007 0.012 0.003
H -1.56465 5.45468 2.58756 0.026 -0.024 -0.017
H -4.19964 -0.34568 3.78019 -0.049 0.036 0.004
H 5.58131 -3.17840 2.07849 -0.022 0.013 -0.017
H -3.99671 -0.54884 1.22362 0.049 0.002 0.013
H -5.27525 1.92926 2.04407 0.011 0.037 -0.057
H 1.76761 -6.09002 1.75446 -0.013 0.026 0.006
H -3.43762 2.10254 4.46144 -0.050 0.012 0.019
H 2.56293 -3.76701 -5.49134 0.008 -0.002 -0.008
H -0.72591 -0.27064 -3.92298 -0.010 0.011 -0.078
H -4.44183 4.27411 2.55294 0.004 0.011 -0.004
H -1.45357 -1.73766 -3.59929 0.035 0.008 0.059
H -3.41131 4.53861 3.94821 0.004 0.013 -0.009
H 4.97457 -1.21270 0.73436 -0.015 -0.043 0.004
H -5.75302 0.44044 4.07166 -0.007 -0.003 -0.025
H 4.01022 -5.05470 2.34275 -0.009 0.009 -0.019
```
Positions in Å, forces in eV/Å.

Summary:
**2S+1**: 3
**Charge**: +2
**Relative energy (zero: lowest compared OMol25 entry of this formula, charge and spin)**: 0.00 kcal per mole
**Electronic energy**: -4966.38934 Eh

Löwdin atomic charge list, values in e, 8 entries:
1. Mo 1.66
2. Br 0.82
3. S 0.75
4. F 0.10
5. O 0.13
6. O -0.28
7. O -0.14
8. O -0.28

---

Below is C27H62HoN10O3 as an isolated structure, with properties calculated with ωB97M-V/def2-TZVPD.

Structure (XYZ):
```
103
Properties=species:S:1:pos:R:3:forces:R:3
Ho 0.16162 0.30475 0.39955 -0.019 -0.260 -0.063
O -1.65119 -1.14694 -0.58189 0.227 0.189 0.117
O -1.74962 -0.12390 2.05235 0.222 -0.039 -0.151
O 0.68886 -0.97483 2.55926 0.101 0.331 -0.392
N 3.73634 3.11225 1.71643 0.202 -0.069 -0.026
N 2.99003 -3.41443 -0.05152 0.037 -0.071 0.148
N -1.22936 2.04064 -0.86880 0.000 -0.047 0.082
N -3.02926 3.53219 -1.18809 -0.070 -0.025 0.007
N 0.63938 -3.52727 -0.03361 0.045 -0.103 -0.036
N 1.68699 -1.48374 -0.36965 -0.229 0.589 -0.017
N -2.74785 2.20611 0.83590 -0.035 0.025 0.096
N 1.22012 1.01713 -1.79401 -0.016 -0.256 0.153
N 2.38101 1.77008 3.07089 0.112 0.393 -0.108
N 1.78978 2.09789 0.84294 -0.600 -0.419 0.116
C 0.56261 -4.67438 0.87650 0.075 0.092 -0.089
C -0.31941 -1.41595 3.47194 0.230 -0.220 0.115
C -0.81530 2.33923 -2.24159 -0.086 0.074 0.088
C 4.22044 3.97600 2.80026 -0.037 -0.055 -0.132
C -2.59296 -0.89658 -1.64277 -0.048 -0.019 0.160
C 4.63230 3.05006 0.55992 -0.129 0.082 0.123
C -2.23076 -1.88648 0.50968 0.028 -0.026 -0.134
C -2.81081 -0.92261 1.49581 -0.112 0.120 0.238
C -2.34624 2.59090 -0.46597 -0.107 0.089 -0.200
C -2.34139 4.70407 -1.75006 -0.069 -0.109 0.061
C 2.62131 2.36390 1.83895 0.217 -0.190 0.082
C 3.18836 -4.81270 -0.46189 -0.024 0.155 0.061
C -1.91423 2.92629 1.81217 -0.065 -0.011 0.068
C 2.07975 2.21170 -1.57985 -0.005 -0.034 -0.236
C 1.19127 2.14226 3.82560 -0.077 -0.163 -0.002
C -1.41488 -0.40506 3.41936 -0.296 0.139 -0.093
C 0.14179 1.30136 -2.75590 0.061 -0.003 -0.026
C 3.51153 1.40132 3.92534 -0.088 -0.052 0.012
C -4.15066 2.30980 1.24972 0.045 0.035 -0.054
C -4.48698 3.56407 -1.40541 0.201 0.033 0.030
C 2.03910 -0.10242 -2.31482 0.064 0.084 -0.036
C 1.80539 -2.78639 -0.15402 0.052 -0.006 -0.040
C 2.72739 -0.83007 -1.18788 -0.058 -0.175 0.103
C 1.73536 2.98935 -0.32839 0.126 -0.139 0.199
C -0.14750 -3.71686 -1.25939 -0.037 0.017 0.134
C 1.96526 -1.56347 2.83744 -0.121 0.046 0.103
C 4.19975 -2.76588 0.45648 -0.063 -0.116 -0.123
H -3.32199 -0.14167 -1.34331 -0.011 -0.017 -0.008
H 0.22735 -4.56793 -1.83559 0.003 -0.007 0.004
H -2.04313 -0.54869 -2.50771 0.027 0.034 -0.023
H -4.21752 1.90417 2.25995 0.012 0.011 -0.018
H 4.41127 4.96645 2.38749 0.002 0.001 -0.014
H -3.09862 -1.82771 -1.89343 -0.026 -0.008 -0.037
H 2.69809 -1.05948 2.22182 0.016 0.075 -0.027
H -3.49378 -0.23165 1.00730 -0.049 0.010 -0.004
H 2.21158 -1.41932 3.88854 0.021 -0.028 0.026
H -1.68504 2.36468 -2.90116 -0.053 0.041 -0.019
H -0.85490 2.81953 1.57813 0.034 -0.028 -0.067
H 3.22372 0.52954 4.51492 -0.003 0.033 -0.025
H -2.21922 4.64999 -2.83193 -0.005 0.000 -0.029
H 2.76738 0.25013 -3.05182 -0.052 0.087 -0.026
H -0.34578 3.31898 -2.31937 0.034 0.054 0.025
H 5.65002 2.91889 0.92695 0.029 0.016 0.019
H -4.99407 4.27919 -0.75921 0.012 0.015 0.029
H -1.18522 -3.92940 -1.00158 0.006 0.018 0.004
H 3.31715 -0.13061 -0.58732 0.099 0.011 -0.004
H -2.10696 2.52042 2.80489 0.007 -0.002 -0.014
H -3.34635 -1.44280 2.28992 0.004 -0.021 0.031
H 2.03783 2.85681 -2.46231 -0.001 0.010 -0.025
H -2.94875 5.57845 -1.51781 -0.014 0.006 0.001
H 3.31142 -5.47219 0.39677 -0.009 0.004 0.031
H 0.55650 1.65564 -3.70418 0.053 -0.092 -0.091
H 5.14830 3.59686 3.22920 0.000 -0.005 0.013
H 4.37601 1.13470 3.32030 -0.022 0.027 -0.015
H 3.79537 2.18649 4.62802 -0.013 -0.003 0.004
H 2.36098 -5.15279 -1.07405 -0.041 -0.002 -0.002
H 3.41729 -1.54158 -1.63844 0.049 -0.124 0.105
H 3.10419 1.85963 -1.49624 0.030 0.018 -0.045
H -4.79966 1.71062 0.61616 0.009 0.011 -0.035
H 4.09241 -4.86311 -1.06647 0.027 0.013 -0.010
H -2.29386 -0.74413 3.96597 -0.043 0.004 0.019
H -1.41719 -2.46311 0.95284 0.021 -0.046 -0.024
H 0.72125 -5.63111 0.37651 0.019 -0.010 -0.035
H 4.93917 -2.62854 -0.33196 0.035 -0.016 -0.023
H 2.40984 3.83649 -0.25824 0.109 0.101 0.148
H 0.73065 3.40233 -0.39821 -0.054 0.037 0.022
H -4.64784 3.86727 -2.43938 -0.002 0.012 -0.016
H -2.13696 3.99945 1.83523 -0.041 0.022 0.002
H 3.46774 4.07752 3.57577 -0.020 0.005 -0.009
H 4.63811 -3.40130 1.22666 -0.001 -0.016 0.005
H 3.96281 -1.80158 0.88905 0.006 0.016 -0.037
H -4.52277 3.33749 1.28124 0.016 -0.009 -0.011
H -0.37205 0.36304 -2.95483 -0.006 -0.044 -0.020
H 4.38976 2.19484 -0.06152 -0.026 -0.030 0.024
H -2.99327 -2.57441 0.14451 -0.010 -0.029 -0.100
H -1.08480 0.53512 3.85345 -0.001 0.055 -0.006
H 0.40642 2.47770 3.15393 0.021 -0.012 -0.011
H -1.37530 4.85004 -1.27347 0.031 -0.018 0.010
H -0.64532 -2.42323 3.19714 -0.034 -0.011 -0.013
H 4.60542 3.96174 -0.03694 -0.012 0.027 -0.025
H 1.37714 -0.80726 -2.81527 -0.021 -0.026 -0.071
H -4.93170 2.58304 -1.29376 0.009 -0.074 0.044
H -0.43471 -4.70114 1.31811 -0.030 0.004 0.004
H -0.10979 -2.82323 -1.87230 0.022 0.057 -0.017
H 1.29079 -4.57874 1.67863 0.026 0.015 -0.003
H 0.08921 -1.45293 4.48358 0.031 -0.057 0.047
H 1.40469 2.94850 4.53351 0.039 0.016 0.007
H 0.83193 1.28649 4.40040 0.051 0.027 0.002
H 1.94381 -2.62891 2.61005 0.037 -0.043 -0.001
```
Positions in Å, forces in eV/Å.

Summary:
**2S+1**: 5
**Charge**: +3
**Electronic energy**: -2786.51283 Eh

Löwdin atomic charge list, values in e, 8 entries:
1. Ho 1.78
2. O -0.32
3. O -0.26
4. O -0.30
5. N -0.13
6. N -0.11
7. N 0.01
8. N -0.12

---

Look up the electronic energy of the first one. -2464.19300 Eh